[1]
CH3N3P2 | ωB97M-V/def2-TZVPD

The value obtained for the gap between HOMO and LUMO (spin up / spin down) is 7.935 / 7.938 eV. The HOMO energy (spin up / spin down) is -9.509 / -9.511 eV. The energy above the lowest of the compared OMol25 structures with the same formula, charge and spin is 34.18 kcal per mole. The SMILES is [PH2]#P1C=NN=N1. As for the molecular weight: 119.004 g/mol. The value obtained for the strongest force on any atom is 5.900 eV/Å. For the total energy, the calculation gives -886.723404 Ha.

Structure (ORCA input):
```
! RIJCOSX wB97M-V def2-TZVPD def2/J DEFGRID3
* xyz 0 1
P -0.06 0.48 -2.24
P 0.83 -0.22 -0.35
C 0.44 0.38 1.32
N -0.12 -0.62 1.94
N -0.49 -1.67 1.36
N -0.03 -1.55 -0.11
H -0.02 1.68 -1.62
H -1.36 0.22 -1.91
H 0.81 1.29 1.62
*
```

[2]
CH3N3S | ωB97M-V/def2-TZVPD

The value obtained for the gap between HOMO and LUMO is 9.873 eV. The HOMO energy is -9.218 eV. The energy above the lowest of the compared OMol25 structures with the same formula, charge and spin is 15.23 kcal per mole. The SMILES is C1N=NSN1. As for the molecular weight: 89.123 g/mol. The value obtained for the strongest force on any atom is 6.198 eV/Å. For the total energy, the calculation gives -602.270631 Ha.

Structure (ORCA input):
```
! RIJCOSX wB97M-V def2-TZVPD def2/J DEFGRID3
* xyz 0 1
C -0.67 0.33 -0.36
N 0.27 1.16 0.74
N 1.35 0.60 0.87
S 1.62 -0.84 0.10
N -0.02 -0.89 -0.38
H -1.72 0.36 -0.05
H -0.38 0.81 -1.34
H -0.45 -1.53 0.43
*
```

[3]
CH3N3S | ωB97M-V/def2-TZVPD

The value obtained for the gap between HOMO and LUMO is 8.391 eV. The HOMO energy is -9.443 eV. The energy above the lowest of the compared OMol25 structures with the same formula, charge and spin is 35.41 kcal per mole. As for the molecular weight: 89.123 g/mol. The value obtained for the strongest force on any atom is 5.550 eV/Å. For the total energy, the calculation gives -602.238478 Ha.

Structure (ORCA input):
```
! RIJCOSX wB97M-V def2-TZVPD def2/J DEFGRID3
* xyz 0 1
C -0.05 -0.03 -2.56
N 0.24 -2.06 0.71
N -0.57 -2.26 1.44
N 1.10 -2.16 -0.08
S 0.60 0.64 -1.27
H -0.55 0.46 -3.35
H 0.18 -1.14 -2.81
H 1.23 -1.33 -0.73
*
```

[4]
CH3N3S | ωB97M-V/def2-TZVPD

The value obtained for the gap between HOMO and LUMO (spin up / spin down) is 7.328 / 6.889 eV. The HOMO energy (spin up / spin down) is -6.722 / -10.080 eV. The energy above the lowest of the compared OMol25 structures with the same formula, charge and spin is 28.50 kcal per mole. As for the molecular weight: 89.123 g/mol. The value obtained for the strongest force on any atom is 3.485 eV/Å. For the total energy, the calculation gives -602.155312 Ha.

Structure (ORCA input):
```
! RIJCOSX wB97M-V def2-TZVPD def2/J DEFGRID3
* xyz 0 3
C -1.38 -0.09 0.16
N 0.99 -1.20 0.04
N 1.82 -0.38 -0.01
N -0.72 1.00 0.12
S 3.05 0.52 0.07
H -1.59 -0.74 -0.63
H -1.97 -0.23 1.04
H -0.21 1.11 -0.79
*
```

[5]
CH3N4O | ωB97M-V/def2-TZVPD

The value obtained for the gap between HOMO and LUMO is 9.812 eV. The HOMO energy is -15.380 eV. The energy above the lowest of the compared OMol25 structures with the same formula, charge and spin is 44.85 kcal per mole. The SMILES is [NH3+]/N=N/N=C=O. As for the molecular weight: 87.062 g/mol. The value obtained for the strongest force on any atom is 6.885 eV/Å. For the total energy, the calculation gives -333.761451 Ha.

Structure (ORCA input):
```
! RIJCOSX wB97M-V def2-TZVPD def2/J DEFGRID3
* xyz 1 1
N -1.75 0.08 0.00
N -0.31 0.52 0.23
N 0.38 -0.51 -0.11
N 1.64 -0.62 -0.10
C 2.65 0.05 0.04
O 3.68 0.53 0.04
H -2.38 0.98 -0.03
H -2.07 -0.63 0.71
H -1.84 -0.39 -0.78
*
```

[6]
CH3N4Si | ωB97M-V/def2-TZVPD

The value obtained for the gap between HOMO and LUMO is 8.740 eV. The HOMO energy is -4.698 eV. The energy above the lowest of the compared OMol25 structures with the same formula, charge and spin is 20.87 kcal per mole. As for the molecular weight: 99.149 g/mol. The value obtained for the strongest force on any atom is 5.019 eV/Å. For the total energy, the calculation gives -548.402735 Ha.

Structure (ORCA input):
```
! RIJCOSX wB97M-V def2-TZVPD def2/J DEFGRID3
* xyz -1 1
C 2.06 -0.11 0.12
N 2.89 1.06 0.46
N 2.80 -1.08 -0.27
N 4.06 0.67 0.08
N 4.01 -0.61 -0.35
Si 0.24 -0.04 0.00
H -0.90 -0.31 1.08
H 0.01 -0.87 -1.27
H -0.40 1.27 -0.56
*
```

[7]
CH3NO | ωB97M-V/def2-TZVPD

The value obtained for the gap between HOMO and LUMO is 12.285 eV. The HOMO energy is -11.773 eV. The energy above the lowest of the compared OMol25 structures with the same formula, charge and spin is 27.19 kcal per mole. The SMILES is C#N.O. As for the molecular weight: 45.041 g/mol. The value obtained for the strongest force on any atom is 1.222 eV/Å. For the total energy, the calculation gives -169.864267 Ha.

Structure (ORCA input):
```
! RIJCOSX wB97M-V def2-TZVPD def2/J DEFGRID3
* xyz 0 1
C -0.27 -1.26 2.48
N 0.61 -1.44 3.20
H -0.97 -0.96 1.72
O -0.10 1.01 -2.63
H 0.34 0.86 -1.76
H 0.38 1.78 -3.01
*
```

[8]
CH3NO | ωB97M-V/def2-TZVPD

The value obtained for the gap between HOMO and LUMO is 11.789 eV. The HOMO energy is -11.166 eV. The energy above the lowest of the compared OMol25 structures with the same formula, charge and spin is 47.57 kcal per mole. The SMILES is [H][H].N=C=O. As for the molecular weight: 45.041 g/mol. The value obtained for the strongest force on any atom is 8.398 eV/Å. For the total energy, the calculation gives -169.831779 Ha.

Structure (ORCA input):
```
! RIJCOSX wB97M-V def2-TZVPD def2/J DEFGRID3
* xyz 0 1
H -3.34 -0.23 -0.57
H -3.01 0.37 -0.63
N 1.31 -0.83 0.26
C 1.89 0.31 0.53
O 2.50 1.37 0.89
H 0.66 -1.00 -0.47
*
```

[9]
CH3NO2 | ωB97M-V/def2-TZVPD

The value obtained for the gap between HOMO and LUMO is 4.303 eV. The HOMO energy is 1.589 eV. The energy above the lowest of the compared OMol25 structures with the same formula, charge and spin is 79.61 kcal per mole. As for the molecular weight: 61.040 g/mol. The value obtained for the strongest force on any atom is 3.024 eV/Å. For the total energy, the calculation gives -244.839511 Ha.

Structure (ORCA input):
```
! RIJCOSX wB97M-V def2-TZVPD def2/J DEFGRID3
* xyz -2 1
C 7.24 -0.73 -2.07
N 6.18 -0.98 -0.43
O 6.72 -1.60 0.53
O 5.02 -0.47 -0.36
H 6.80 0.23 -2.08
H -6.92 -8.21 2.62
H 8.36 -0.84 -1.70
*
```

[10]
CH3NO2 | ωB97M-V/def2-TZVPD

The value obtained for the gap between HOMO and LUMO is 4.214 eV. The HOMO energy is 1.584 eV. The energy above the lowest of the compared OMol25 structures with the same formula, charge and spin is 59.39 kcal per mole. As for the molecular weight: 61.040 g/mol. The value obtained for the strongest force on any atom is 6.089 eV/Å. For the total energy, the calculation gives -244.871726 Ha.

Structure (ORCA input):
```
! RIJCOSX wB97M-V def2-TZVPD def2/J DEFGRID3
* xyz -2 1
C -3.91 -0.99 0.05
N -4.53 0.14 -0.21
O -4.07 1.06 -0.84
O -5.80 0.35 0.73
H -4.26 -1.75 0.70
H 10.14 1.79 2.51
H -2.97 -1.38 -0.40
*
```

[11]
CH3NO2 | ωB97M-V/def2-TZVPD

The value obtained for the gap between HOMO and LUMO (spin up / spin down) is 6.098 / 6.097 eV. The HOMO energy (spin up / spin down) is -8.092 / -8.091 eV. The energy above the lowest of the compared OMol25 structures with the same formula, charge and spin is 184.19 kcal per mole. As for the molecular weight: 61.040 g/mol. The value obtained for the strongest force on any atom is 5.488 eV/Å. For the total energy, the calculation gives -244.885615 Ha.

Structure (ORCA input):
```
! RIJCOSX wB97M-V def2-TZVPD def2/J DEFGRID3
* xyz 0 1
C 1.37 -0.02 -0.02
N -1.42 0.03 0.00
O -1.79 -1.12 0.01
O -1.80 1.13 -0.06
H 1.09 -0.91 0.52
H 1.35 0.05 -1.15
H 1.21 0.84 0.69
*
```

[12]
CH3NO2 | ωB97M-V/def2-TZVPD

The value obtained for the gap between HOMO and LUMO (spin up / spin down) is 9.845 / 8.435 eV. The HOMO energy (spin up / spin down) is -10.802 / -9.613 eV. The energy above the lowest of the compared OMol25 structures with the same formula, charge and spin is 238.97 kcal per mole. As for the molecular weight: 61.040 g/mol. The value obtained for the strongest force on any atom is 2.207 eV/Å. For the total energy, the calculation gives -244.798313 Ha.

Structure (ORCA input):
```
! RIJCOSX wB97M-V def2-TZVPD def2/J DEFGRID3
* xyz 0 1
C -0.18 -0.24 -1.28
N -0.56 0.29 1.13
O 0.83 0.61 2.77
O 0.60 0.30 1.55
H 0.73 0.07 -1.86
H -0.32 -1.26 -0.88
H -1.10 0.22 -1.44
*
```

[13]
CH3NO2P | ωB97M-V/def2-TZVPD

The value obtained for the gap between HOMO and LUMO is 9.045 eV. The HOMO energy is -4.578 eV. The energy above the lowest of the compared OMol25 structures with the same formula, charge and spin is 27.15 kcal per mole. As for the molecular weight: 92.014 g/mol. The value obtained for the strongest force on any atom is 4.303 eV/Å. For the total energy, the calculation gives -586.509091 Ha.

Structure (ORCA input):
```
! RIJCOSX wB97M-V def2-TZVPD def2/J DEFGRID3
* xyz -1 1
C 1.34 0.54 0.04
N 0.28 -0.22 0.08
O -4.25 0.60 0.14
O -2.87 -1.40 -0.17
P -2.83 0.08 -0.17
H 0.88 1.53 0.35
H -0.76 0.15 -0.05
H 0.59 -1.14 -0.05
*
```

[14]
CH3NO2P | ωB97M-V/def2-TZVPD

The value obtained for the gap between HOMO and LUMO is 8.681 eV. The HOMO energy is -4.179 eV. The energy above the lowest of the compared OMol25 structures with the same formula, charge and spin is 21.92 kcal per mole. As for the molecular weight: 92.014 g/mol. The value obtained for the strongest force on any atom is 3.767 eV/Å. For the total energy, the calculation gives -586.517425 Ha.

Structure (ORCA input):
```
! RIJCOSX wB97M-V def2-TZVPD def2/J DEFGRID3
* xyz -1 1
C 1.54 0.49 0.71
N 1.15 0.03 -0.45
O -1.65 -1.52 0.52
O -1.99 0.53 -0.89
P -1.90 0.03 0.50
H 0.75 0.69 1.51
H 0.28 -0.22 -0.76
H 1.82 -0.03 -1.13
*
```

[15]
CH3NO2S | ωB97M-V/def2-TZVPD

The value obtained for the gap between HOMO and LUMO is 10.076 eV. The HOMO energy is -9.577 eV. The energy above the lowest of the compared OMol25 structures with the same formula, charge and spin is 21.04 kcal per mole. The SMILES is NSOC=O. As for the molecular weight: 93.107 g/mol. The value obtained for the strongest force on any atom is 4.095 eV/Å. For the total energy, the calculation gives -643.280632 Ha.

Structure (ORCA input):
```
! RIJCOSX wB97M-V def2-TZVPD def2/J DEFGRID3
* xyz 0 1
N 1.70 0.29 -0.01
S 0.75 -0.93 0.62
O -0.74 -0.25 0.93
C -1.59 -0.20 -0.19
O -2.69 0.31 -0.26
H 1.89 0.90 0.89
H 1.86 0.75 -0.93
H -1.19 -0.87 -1.06
*
```

[16]
CH3NO2S | ωB97M-V/def2-TZVPD

The value obtained for the gap between HOMO and LUMO is 9.241 eV. The HOMO energy is -8.772 eV. The energy above the lowest of the compared OMol25 structures with the same formula, charge and spin is 52.60 kcal per mole. As for the molecular weight: 93.107 g/mol. The value obtained for the strongest force on any atom is 4.120 eV/Å. For the total energy, the calculation gives -643.230343 Ha.

Structure (ORCA input):
```
! RIJCOSX wB97M-V def2-TZVPD def2/J DEFGRID3
* xyz 0 1
C -0.72 0.68 -0.17
N -1.50 0.10 0.60
O 2.46 0.68 -0.05
O 1.26 -1.38 -0.25
S 1.24 0.15 0.44
H -0.80 1.46 -0.97
H -2.45 0.30 0.33
H 0.51 -2.00 0.07
*
```

[17]
CH3NO2S2 | ωB97M-V/def2-TZVPD

The value obtained for the gap between HOMO and LUMO is 7.489 eV. The HOMO energy is -9.996 eV. The energy above the lowest of the compared OMol25 structures with the same formula, charge and spin is 90.12 kcal per mole. As for the molecular weight: 125.174 g/mol. The value obtained for the strongest force on any atom is 4.134 eV/Å. For the total energy, the calculation gives -1041.347694 Ha.

Structure (ORCA input):
```
! RIJCOSX wB97M-V def2-TZVPD def2/J DEFGRID3
* xyz 0 1
C -0.88 0.08 -1.48
N 0.05 -1.02 1.17
O 2.11 -0.80 2.50
O 1.27 1.30 1.44
S -1.61 0.36 0.16
S 1.16 -0.16 1.68
H -0.62 -1.06 -1.76
H 0.01 0.80 -1.40
H -1.49 0.50 -2.31
*
```

[18]
CH3NO2S2 | ωB97M-V/def2-TZVPD

The value obtained for the gap between HOMO and LUMO (spin up / spin down) is 9.240 / 9.238 eV. The HOMO energy (spin up / spin down) is -10.047 / -10.046 eV. The energy above the lowest of the compared OMol25 structures with the same formula, charge and spin is 50.69 kcal per mole. As for the molecular weight: 125.174 g/mol. The value obtained for the strongest force on any atom is 4.283 eV/Å. For the total energy, the calculation gives -1041.410521 Ha.

Structure (ORCA input):
```
! RIJCOSX wB97M-V def2-TZVPD def2/J DEFGRID3
* xyz 0 1
C 0.03 1.79 -0.33
N -0.58 -2.16 0.28
O -0.23 0.34 1.71
O 1.30 -0.80 -0.68
S -0.98 1.10 0.66
S 0.84 -1.58 0.51
H -0.42 2.04 -1.27
H 1.02 1.46 -0.25
H -0.98 -2.18 -0.64
*
```

[19]
CH3NO3 | ωB97M-V/def2-TZVPD

The value obtained for the gap between HOMO and LUMO is 11.599 eV. The HOMO energy is -10.946 eV. The energy above the lowest of the compared OMol25 structures with the same formula, charge and spin is 42.91 kcal per mole. The SMILES is N=C=O.OO. As for the molecular weight: 77.039 g/mol. The value obtained for the strongest force on any atom is 3.739 eV/Å. For the total energy, the calculation gives -320.274239 Ha.

Structure (ORCA input):
```
! RIJCOSX wB97M-V def2-TZVPD def2/J DEFGRID3
* xyz 0 1
N -0.47 1.76 0.49
C -0.77 0.68 0.85
O -0.81 -0.34 1.38
H -1.15 2.30 -0.06
O 0.63 -1.87 -0.51
O 0.55 -0.56 -1.17
H 0.59 -1.65 0.43
H 1.43 -0.33 -1.41
*
```

[20]
CH3NO3 | ωB97M-V/def2-TZVPD

The value obtained for the gap between HOMO and LUMO (spin up / spin down) is 7.685 / 7.281 eV. The HOMO energy (spin up / spin down) is -7.222 / -11.037 eV. The energy above the lowest of the compared OMol25 structures with the same formula, charge and spin is 50.34 kcal per mole. As for the molecular weight: 77.039 g/mol. The value obtained for the strongest force on any atom is 4.527 eV/Å. For the total energy, the calculation gives -320.076320 Ha.

Structure (ORCA input):
```
! RIJCOSX wB97M-V def2-TZVPD def2/J DEFGRID3
* xyz 0 3
C 0.51 -0.27 -0.19
N -0.94 -0.10 -0.03
O -1.29 1.03 0.24
O -1.65 -1.07 -0.15
O 1.17 0.87 -0.32
H 0.79 -0.97 1.28
H 0.80 -1.07 -0.85
H 0.60 1.59 0.02
*
```